# 1
DFT (ωB97M-V/def2-TZVPD) results for a single CH2IOP molecule.

Atoms and positions in Å:
C -0.214 -0.707 0.496
O 0.035 -1.870 0.372
P 0.411 0.499 -0.831
I -0.062 2.677 0.158
H -0.831 -0.160 1.229
H -0.848 0.471 -1.215

Properties
HOMO: -9.5 eV
SMILES: O=CPI
energy relative to the best compared isomer or geometry (same formula, charge and spin): 29.9 kJ/mol
orbital gap: 9.253 eV



# 2
DFT (ωB97M-V/def2-TZVPD) results for a molecular structure, C8H21INO4P2Tb.

Atoms and positions in Å:
C 3.420 -1.565 -2.678
I 2.105 -0.124 -1.637
H 3.024 -2.575 -2.663
H 4.386 -1.539 -2.166
H 3.543 -1.212 -3.702
Tb -0.585 -0.070 0.337
P 1.271 -0.986 2.259
C 2.647 -0.058 3.043
C 0.246 -1.224 3.751
H 0.833 -1.737 4.522
H 2.658 -2.800 3.064
H -0.620 -1.842 3.461
H 1.453 -3.385 1.880
H 2.272 0.878 3.454
H -0.054 -0.223 4.112
C 2.161 -2.569 2.105
H 3.075 -0.649 3.851
H 2.942 -2.481 1.339
H 3.430 0.125 2.298
P -1.727 0.943 -2.044
C -1.383 2.562 -2.834
C -1.719 -0.026 -3.588
H -3.843 0.241 -1.193
H -4.062 1.407 -2.548
H -3.537 2.032 -0.940
C -3.491 1.184 -1.648
H -2.108 -1.042 -3.412
H -2.380 0.449 -4.330
H -2.052 2.730 -3.676
H -0.350 2.583 -3.204
H -0.713 -0.063 -4.019
H -1.544 3.353 -2.101
C 0.645 1.993 0.358
O 1.218 2.982 0.310
O -3.562 0.701 3.090
N -2.815 0.734 2.091
O -2.287 1.753 1.602
O -2.499 -0.477 1.454

Properties
<S²>: 12.69
HOMO (spin up / spin down): -16.4 / -16.4 eV
energy relative to the best compared isomer or geometry (same formula, charge and spin): 97.5 kJ/mol
net charge: +2
orbital gap (spin up / spin down): 7.721 / 7.976 eV
2S+1: 7



# 3
DFT (ωB97M-V/def2-TZVPD) results for a single C5H9N molecule.

Atoms and positions in Å:
C -1.032 0.511 -0.796
C -1.067 -0.625 0.233
C 0.379 -1.114 0.294
C 1.395 -0.287 1.065
C 0.373 1.004 -0.756
H -1.412 0.119 -1.752
H -1.729 1.332 -0.514
H -1.757 -1.419 -0.003
H -1.399 -0.294 1.262
H 0.467 -2.163 0.123
H 2.282 -0.832 1.338
H 1.085 0.543 1.706
H 0.493 1.934 -0.113
H 0.703 1.409 -1.732
N 1.219 -0.119 -0.356

Properties
HOMO: -8.7 eV
SMILES: C1C[C@@H]2CN2C1
energy relative to the best compared isomer or geometry (same formula, charge and spin): 147.1 kJ/mol
orbital gap: 9.903 eV



# 4
DFT (ωB97M-V/def2-TZVPD) results for a single C3H5NOS2 molecule.

Atoms and positions in Å:
C -0.018 0.630 0.562
C -1.033 -0.384 0.454
C 1.141 -0.103 -0.177
H -0.719 1.399 -1.388
H 0.360 0.969 1.503
H -2.073 -0.045 0.857
H -0.728 -1.140 1.243
H 0.963 -1.992 -1.083
N 0.543 -1.174 -0.691
O -0.813 -1.008 -0.695
S -0.338 2.284 -0.476
S 2.714 0.562 -0.109

Properties
HOMO: -8.5 eV
SMILES: S=C1NOC[C@@H]1S
energy relative to the best compared isomer or geometry (same formula, charge and spin): 349.8 kJ/mol
orbital gap: 8.662 eV



# 5
DFT (ωB97M-V/def2-TZVPD) results for a single C3H7PS3 molecule.

Atoms and positions in Å:
C -1.168 -1.496 0.535
C 0.004 -1.421 -1.299
C -0.084 -0.476 -0.049
P 1.565 3.240 -0.081
S -0.747 -2.926 -0.542
S -0.985 1.149 -0.407
S 0.764 1.917 -1.491
H -1.118 -1.582 1.673
H -2.243 -1.196 0.236
H -0.496 -0.966 -2.143
H 1.078 -1.471 -1.812
H 0.840 -0.505 0.625
H 0.289 3.637 0.484
H 1.760 2.439 1.106

Properties
HOMO: -8.8 eV
SMILES: PSSC1CSC1
energy relative to the best compared isomer or geometry (same formula, charge and spin): 244.0 kJ/mol
orbital gap: 8.568 eV



# 6
DFT (ωB97M-V/def2-TZVPD) results for 2 unconnected molecules or ions with the total composition CHNOS.

Atoms and positions in Å:
C -0.860 -0.383 1.295
N -0.247 0.494 0.933
O 1.944 0.588 -2.224
S 0.558 0.445 -1.755
H -1.396 -1.144 1.751

Properties
HOMO (spin up / spin down): -8.7 / -8.7 eV
SMILES: C#N.O=S
energy relative to the best compared isomer or geometry (same formula, charge and spin): 113.4 kJ/mol
orbital gap (spin up / spin down): 7.724 / 7.701 eV